16
Properties=species:S:1:pos:R:3 method="wB97M-V/def2-TZVPD" multiplicity=2 lumo_ev="4.2 / 4.7" charge=-2 homo_lumo_gap_ev="6.361 / 6.952"
Cr 0.184 0.191 0.269
S 3.262 3.133 -2.459
Sb 2.538 2.418 -0.426
S 2.325 -0.035 -0.257
S 0.094 2.393 -0.265
S 3.632 3.328 1.343
O -2.463 -2.521 -0.605
Cl -1.583 -1.614 0.044
O -1.644 -1.788 1.442
O -1.943 -0.276 -0.316
O -0.249 -1.857 -0.429
N -0.036 0.349 2.127
C 0.062 0.325 3.299
N 0.182 0.133 4.524
C 0.012 0.743 5.633
N -0.123 1.162 6.704

7
Properties=species:S:1:pos:R:3 method="wB97M-V/def2-TZVPD" multiplicity=1 lumo_ev=3.2 charge=-1 homo_lumo_gap_ev=6.216
C -1.686 0.387 0.775
C 0.852 -0.381 -0.261
O -1.458 -0.191 1.757
F 0.634 -0.986 -1.485
F 1.843 -1.251 0.295
S -2.026 1.269 -0.454
Cl 1.841 1.152 -0.627

6
Properties=species:S:1:pos:R:3 method="wB97M-V/def2-TZVPD" multiplicity=1 lumo_ev="-1.5 / -1.5" homo_lumo_gap_ev="7.925 / 7.968"
C -0.244 0.912 0.481
C 0.019 -0.926 -0.434
F 0.887 1.579 0.352
F -1.067 1.535 -0.334
F -1.080 -1.649 -0.118
Cl 1.485 -1.452 0.052

7
Properties=species:S:1:pos:R:3 method="wB97M-V/def2-TZVPD" multiplicity=1 lumo_ev="-3.4 / -3.4" homo_lumo_gap_ev="6.911 / 6.917"
C 0.789 0.186 0.252
C -0.508 0.260 -0.367
O -0.148 1.194 0.541
F 1.904 0.578 -0.348
F 1.073 -0.675 1.207
F -0.913 0.525 -1.579
Cl -2.198 -2.068 0.294

10
Properties=species:S:1:pos:R:3 method="wB97M-V/def2-TZVPD" multiplicity=1 lumo_ev=-1.0 homo_lumo_gap_ev=10.304
C 0.493 0.730 0.459
C 1.622 -0.080 -0.230
O -2.902 -0.095 -1.271
O -0.697 0.312 0.022
O 0.701 1.583 1.260
F -2.524 -1.248 0.872
F 2.822 0.410 0.102
F 1.531 -0.024 -1.567
S -2.558 0.186 0.057
Cl 1.513 -1.775 0.297

8
Properties=species:S:1:pos:R:3 method="wB97M-V/def2-TZVPD" multiplicity=3 lumo_ev="0.7 / -5.3" homo_lumo_gap_ev="7.036 / 7.763"
C -0.481 0.379 -0.489
C 0.478 -0.505 0.326
F 0.172 0.801 -1.586
F -1.021 1.421 0.254
F -1.507 -0.349 -0.766
F 0.657 -0.044 1.580
F -0.043 -1.712 0.525
Cl 2.202 -0.751 -0.336

37
Properties=species:S:1:pos:R:3 method="wB97M-V/def2-TZVPD" multiplicity=10 lumo_ev="-3.7 / -2.8" homo_lumo_gap_ev="5.994 / 8.782"
V -2.098 0.334 -0.227
V -0.869 -2.104 -2.471
V 0.091 -2.177 1.104
P -2.078 -2.207 -0.226
O -0.805 -1.269 -0.582
O -1.830 -1.342 1.082
O -0.904 -3.173 -0.586
O -2.547 -1.332 -1.422
P 2.124 -3.924 2.041
F 3.661 -3.980 1.578
F 2.217 -2.315 2.274
F 1.673 -3.660 0.506
F 0.526 -3.853 2.307
F 2.011 -5.525 1.759
F 2.484 -4.293 3.551
P -0.828 0.640 -3.869
F 0.124 0.090 -5.044
F -1.820 1.264 -4.942
F -1.685 -0.773 -3.988
F -1.727 1.074 -2.591
F 0.104 -0.237 -2.805
F 0.010 1.963 -3.679
C -0.587 1.782 3.440
F -1.327 2.838 3.300
F 0.355 1.941 4.322
F -1.332 0.762 3.789
S 0.301 1.381 1.783
O 1.570 2.062 1.798
O 0.412 -0.083 1.799
N -0.741 1.765 0.468
S -0.488 3.299 -0.004
O -1.452 3.607 -1.022
O -0.402 4.244 1.086
C 1.173 3.308 -0.974
F 1.598 2.066 -1.150
F 1.004 3.878 -2.126
F 2.080 3.952 -0.279

6
Properties=species:S:1:pos:R:3 method="wB97M-V/def2-TZVPD" multiplicity=1 lumo_ev=-2.6 homo_lumo_gap_ev=8.555
C -0.027 0.891 -0.558
C 0.229 -0.430 -0.064
N -0.094 1.954 -1.012
F -0.316 0.307 1.905
F 1.424 -0.889 0.143
I -1.216 -1.834 -0.414

7
Properties=species:S:1:pos:R:3 method="wB97M-V/def2-TZVPD" multiplicity=1 lumo_ev="-2.2 / -2.2" homo_lumo_gap_ev="8.173 / 8.178"
C -0.952 0.757 0.169
C 2.117 -0.944 0.718
O 1.439 -0.007 0.741
O -0.820 1.690 -0.572
F -1.540 -0.376 0.251
F -1.540 1.699 -2.231
S 3.021 -2.187 0.742

14
Properties=species:S:1:pos:R:3 method="wB97M-V/def2-TZVPD" multiplicity=9 lumo_ev="-2.4 / -3.6" homo_lumo_gap_ev="4.784 / 3.548"
O 0.196 4.130 -0.738
C -0.294 3.243 -1.375
O -0.844 2.875 -2.342
Gd 0.878 3.813 1.824
N -0.690 -0.571 -0.146
S -1.187 0.550 0.947
O -1.076 -0.027 2.338
O -0.087 1.773 0.686
S 0.785 -1.242 0.123
O 1.649 -1.074 -1.112
C 0.254 -3.029 -0.031
F -0.623 -3.336 0.920
F -0.287 -3.297 -1.214
F 1.326 -3.809 0.121

6
Properties=species:S:1:pos:R:3 method="wB97M-V/def2-TZVPD" multiplicity=1 lumo_ev=0.1 homo_lumo_gap_ev=11.197
C -1.409 -1.294 -0.394
C 1.387 0.006 0.132
N -1.826 -0.280 -0.047
F 2.580 -0.463 0.349
F -2.298 0.868 0.403
F 1.565 1.162 -0.442

15
Properties=species:S:1:pos:R:3 method="wB97M-V/def2-TZVPD" multiplicity=3 lumo_ev="-1.0 / -3.3" homo_lumo_gap_ev="6.496 / 7.408"
N -0.921 0.744 -0.096
S -1.044 -0.155 -1.469
O 0.311 -0.715 -1.881
S 0.335 0.859 0.836
O 1.314 -0.263 0.755
O -0.048 1.272 2.182
C 1.343 2.296 0.198
F 1.763 2.051 -1.032
F 0.604 3.393 0.197
F 2.391 2.474 0.987
O -2.902 -3.120 0.261
C -1.880 -2.495 0.128
O -0.711 -2.638 0.522
O -1.903 -1.479 -1.053
Yb 1.349 -2.222 -0.536

9
Properties=species:S:1:pos:R:3 method="wB97M-V/def2-TZVPD" multiplicity=1 lumo_ev=-1.5 homo_lumo_gap_ev=8.016
C 1.256 0.150 0.091
F 2.033 -0.919 0.269
F 1.342 0.902 1.190
F 1.744 0.872 -0.919
O -1.346 1.455 -0.519
C -1.210 0.448 0.134
O 0.033 -0.301 -0.203
O -2.005 -0.373 0.609
Na -1.848 -2.236 -0.652

8
Properties=species:S:1:pos:R:3 method="wB97M-V/def2-TZVPD" multiplicity=1 lumo_ev=3.8 charge=-1 homo_lumo_gap_ev=7.254
C 1.166 -0.273 0.068
C 0.331 0.767 0.011
O 0.471 2.001 -0.075
O -1.634 -0.676 -1.284
F 2.536 -0.195 0.140
F 0.801 -1.576 0.214
F -2.140 -0.403 1.192
S -1.532 0.355 -0.265

8
Properties=species:S:1:pos:R:3 method="wB97M-V/def2-TZVPD" multiplicity=1 lumo_ev=4.0 charge=-1 homo_lumo_gap_ev=8.342
C 1.296 0.305 0.189
C 0.283 -0.426 -0.123
O -2.353 -0.517 1.044
O -1.944 1.158 -0.748
F 1.401 1.485 0.832
F 2.639 0.002 -0.086
F 0.498 -1.785 -0.802
S -1.821 -0.222 -0.307

6
Properties=species:S:1:pos:R:3 method="wB97M-V/def2-TZVPD" multiplicity=1 lumo_ev="-1.9 / -1.9" homo_lumo_gap_ev="9.343 / 9.342"
C -0.088 0.501 -0.412
C -0.591 -0.019 0.643
F 0.461 2.313 -0.976
F -1.114 0.085 1.817
F 1.411 -1.637 -0.282
P -0.079 -1.243 -0.790

7
Properties=species:S:1:pos:R:3 method="wB97M-V/def2-TZVPD" multiplicity=1 lumo_ev=-0.1 homo_lumo_gap_ev=11.482
C -0.675 0.882 -0.800
C 0.553 -1.423 0.957
O -0.179 1.580 0.004
F -1.945 0.619 -0.947
F -0.083 0.256 -1.776
F 0.260 -0.711 1.953
F 1.802 -1.050 0.707

15
Properties=species:S:1:pos:R:3 method="wB97M-V/def2-TZVPD" multiplicity=2 lumo_ev="-8.9 / -8.8" charge=+1 homo_lumo_gap_ev="5.956 / 5.913"
N 0.487 0.195 1.415
S 1.703 1.115 0.802
O -0.137 0.567 -2.108
C 2.642 -0.080 -0.247
F 2.144 -1.310 -0.286
F 3.893 -0.148 0.194
F 2.650 0.427 -1.476
S -1.046 0.143 0.848
O -1.455 1.528 0.372
O -1.674 -0.216 2.136
C -2.224 -0.894 -0.200
F -2.716 -0.121 -1.189
F -1.594 -1.959 -0.660
F -3.282 -1.309 0.478
In -0.399 2.117 -1.110

14
Properties=species:S:1:pos:R:3 method="wB97M-V/def2-TZVPD" multiplicity=6 lumo_ev="-12.7 / -10.0" charge=+2 homo_lumo_gap_ev="5.068 / 7.867"
Sm -0.247 -2.557 -0.188
N -0.061 1.110 0.627
S -0.875 0.750 -0.737
O -0.557 -0.646 -1.323
C -2.533 0.342 0.071
F -2.834 1.217 0.997
F -2.442 -0.879 0.628
F -3.457 0.318 -0.863
S 1.163 0.244 1.197
O 0.880 -1.280 1.174
C 2.497 0.328 -0.168
F 2.544 -0.796 -0.866
F 2.261 1.340 -0.980
F 3.661 0.509 0.432

15
Properties=species:S:1:pos:R:3 method="wB97M-V/def2-TZVPD" multiplicity=8 lumo_ev="-1.7 / -1.7" homo_lumo_gap_ev="6.759 / 6.902"
N 0.785 -0.050 1.607
S 2.029 0.792 0.976
O -0.038 -0.147 -1.634
C 2.919 -0.427 -0.091
F 2.453 -1.669 -0.041
F 4.195 -0.442 0.284
F 2.861 0.021 -1.341
S -0.750 -0.313 1.027
O -1.275 1.083 0.696
O -1.218 -0.783 2.355
C -2.134 -1.268 0.136
F -2.648 -0.482 -0.845
F -1.667 -2.407 -0.341
F -3.173 -1.547 0.908
Sm -0.563 2.054 -1.282

16
Properties=species:S:1:pos:R:3 method="wB97M-V/def2-TZVPD" multiplicity=1 lumo_ev=-1.3 homo_lumo_gap_ev=8.405
Rb -0.819 0.952 2.876
C 0.677 -2.145 1.529
F 0.276 -1.636 2.691
F 1.924 -1.770 1.328
F 0.499 -3.427 1.469
S -0.465 -1.422 0.243
O -0.362 -2.190 -0.978
O -1.827 -1.552 0.803
N 0.125 0.154 0.274
S -0.158 0.629 -1.179
O 0.768 0.151 -2.209
O -1.554 0.560 -1.606
C 0.163 2.577 -1.273
F 1.082 3.042 -0.441
F 0.667 2.793 -2.551
F -0.995 3.284 -0.974

10
Properties=species:S:1:pos:R:3 method="wB97M-V/def2-TZVPD" multiplicity=1 lumo_ev=-7.2 charge=+1 homo_lumo_gap_ev=11.172
C -1.465 0.189 -1.105
C 1.082 -0.009 1.147
O 0.231 -0.198 -0.019
F -1.849 -1.011 -0.790
F -1.901 1.176 -0.394
F -0.977 0.371 -2.260
F 0.584 -0.716 2.180
F 1.064 1.227 1.501
F 2.243 -0.380 0.786
F 0.986 -0.649 -1.045

7
Properties=species:S:1:pos:R:3 method="wB97M-V/def2-TZVPD" multiplicity=1 lumo_ev=3.0 charge=-1 homo_lumo_gap_ev=6.727
C -1.466 0.102 -0.705
C 0.584 -0.038 0.557
O -2.103 -0.310 0.193
O -1.122 0.618 -1.689
F 0.736 0.050 1.956
I 1.357 -1.965 -0.076
I 2.015 1.543 -0.236

8
Properties=species:S:1:pos:R:3 method="wB97M-V/def2-TZVPD" multiplicity=1 lumo_ev=-2.4 homo_lumo_gap_ev=7.979
C 1.837 0.373 0.083
C 0.729 -0.452 0.081
N 2.780 1.061 -0.070
N 0.024 -1.414 -0.067
N -1.329 -1.428 0.017
N -1.855 -0.303 -0.011
N -1.188 0.722 -0.045
F -1.886 1.964 0.020

29
Properties=species:S:1:pos:R:3 method="wB97M-V/def2-TZVPD" multiplicity=1 lumo_ev=-11.7 charge=+2 homo_lumo_gap_ev=2.201
B 0.600 1.355 1.695
C -0.668 1.815 0.699
S -2.208 1.126 1.470
O -2.894 2.312 2.155
O -2.993 0.494 0.345
H 1.163 0.459 1.108
H 1.294 2.296 1.885
H 0.173 0.902 2.703
H -0.781 2.943 0.627
H -0.535 1.396 -0.348
H -1.890 0.197 2.500
Na -1.693 -1.076 0.472
Be 0.382 -0.411 -2.285
O -0.423 1.405 -4.504
H -1.242 1.909 -4.378
N -0.029 -3.079 -3.582
O -0.285 -2.686 -2.370
O -0.875 -3.720 -4.182
O 1.046 -2.802 -4.083
Na -0.182 -0.541 3.165
Br -4.455 2.649 1.162
C 3.738 -0.771 0.824
O 2.735 -1.431 1.464
H 3.780 -0.862 -0.277
H 3.754 0.325 0.950
H 4.765 -1.051 1.103
Be 1.401 -2.850 0.642
F -1.557 3.947 1.954
Be -2.121 -4.249 -0.909

13
Properties=species:S:1:pos:R:3 method="wB97M-V/def2-TZVPD" multiplicity=1 lumo_ev=-4.5 charge=+1 homo_lumo_gap_ev=11.244
N 0.630 2.066 -0.649
H 0.606 1.050 -0.479
H 1.182 2.443 -1.430
H 0.862 2.650 0.163
H -0.392 2.191 -0.788
C -0.001 -1.525 -0.238
C -0.738 -1.114 1.041
H 1.072 -1.457 -0.049
H -0.179 -2.526 -0.617
H -0.263 -0.815 -1.035
H -1.818 -1.027 0.913
H -0.358 -0.122 1.306
H -0.603 -1.814 1.861

14
Properties=species:S:1:pos:R:3 method="wB97M-V/def2-TZVPD" multiplicity=1 lumo_ev=0.9 homo_lumo_gap_ev=9.372
C -1.142 -1.277 1.229
C 0.758 0.248 -1.532
H -0.117 0.457 0.627
H 0.682 -0.423 2.224
H -0.992 -1.836 2.177
H -1.969 -0.617 1.232
H -1.197 -2.162 0.279
H 0.939 1.784 0.206
H 0.215 2.174 -1.700
H -0.151 -0.346 -1.840
H 1.419 0.342 -2.389
H 1.271 -0.469 -0.716
N 0.082 -0.464 1.157
N 0.233 1.502 -0.911

14
Properties=species:S:1:pos:R:3 method="wB97M-V/def2-TZVPD" multiplicity=1 lumo_ev=1.1 homo_lumo_gap_ev=10.179
C 1.613 2.202 -1.202
N 2.432 0.980 -1.080
H 1.979 3.025 -0.555
H 1.680 2.637 -2.192
H 0.620 2.068 -0.776
H 2.571 0.774 -0.101
H 3.316 1.216 -1.510
C -1.465 -1.992 1.167
N -2.765 -1.367 0.901
H -0.860 -1.323 1.786
H -1.540 -2.934 1.714
H -0.983 -2.069 0.195
H -3.455 -1.501 1.624
H -3.144 -1.716 0.031

14
Properties=species:S:1:pos:R:3 method="wB97M-V/def2-TZVPD" multiplicity=1 lumo_ev=1.1 homo_lumo_gap_ev=10.533
N 1.726 -0.494 -1.716
H 1.360 -1.377 -1.911
H 1.714 -0.351 -0.735
H 2.639 -0.425 -2.072
C -0.333 1.332 0.604
C -1.215 0.093 0.497
N -0.441 -1.105 0.736
H 0.670 1.252 -0.010
H 0.095 1.497 1.552
H -1.023 2.292 0.414
H -1.700 0.097 -0.561
H -2.201 0.249 1.165
H -1.067 -1.799 0.318
H -0.224 -1.259 1.719

15
Properties=species:S:1:pos:R:3 method="wB97M-V/def2-TZVPD" multiplicity=1 lumo_ev=0.8 homo_lumo_gap_ev=9.648
C 1.062 1.777 1.496
N 1.173 0.322 1.836
H 0.015 2.042 1.275
H 1.444 2.415 2.288
H 1.642 1.964 0.581
H 0.442 -0.583 0.326
H 0.936 0.188 2.835
H 2.189 0.197 1.802
N -1.716 -0.859 -2.021
C -0.450 -0.510 -1.392
O -0.274 -1.107 -0.103
H -2.502 -0.709 -1.394
H -1.924 -0.279 -2.860
H 0.373 -0.826 -2.054
H -0.294 0.605 -1.297

15
Properties=species:S:1:pos:R:3 method="wB97M-V/def2-TZVPD" multiplicity=1 lumo_ev=0.8 homo_lumo_gap_ev=9.883
C 1.127 1.390 1.768
O 0.618 0.066 2.003
H 2.179 1.434 2.056
H 1.168 1.435 0.679
H 0.478 2.160 2.170
H 0.945 -0.226 2.859
N -0.045 -1.455 -0.747
C -0.241 -0.216 -1.538
N -1.599 0.064 -1.877
H 0.633 -1.374 0.008
H -0.885 -1.468 -0.185
H 0.117 0.643 -0.968
H 0.427 -0.222 -2.398
H -2.115 -0.777 -2.121
H -2.150 0.483 -1.141

15
Properties=species:S:1:pos:R:3 method="wB97M-V/def2-TZVPD" multiplicity=2 lumo_ev="-3.4 / -8.6" charge=+1 homo_lumo_gap_ev="10.053 / 4.857"
C 2.559 1.163 -2.453
O 1.464 0.760 -1.631
H 2.236 1.733 -3.319
H 3.200 1.779 -1.839
H 3.099 0.287 -2.829
H 0.660 0.682 -2.150
N -1.894 -1.782 1.778
C -1.106 -0.585 1.830
N -1.143 0.242 0.701
H -1.797 -2.293 2.651
H -2.882 -1.617 1.613
H -1.451 0.034 2.705
H -0.091 -0.904 2.026
H -0.241 0.667 0.490
H -1.985 0.760 0.472

16
Properties=species:S:1:pos:R:3 method="wB97M-V/def2-TZVPD" multiplicity=1 lumo_ev=0.4 homo_lumo_gap_ev=9.499
C -1.695 -2.889 0.334
N -1.967 -0.670 -1.763
C -0.849 -1.581 -1.556
N -0.705 -2.499 -0.666
H -1.310 -3.766 0.932
H -2.836 -2.978 0.041
H -1.702 -2.220 1.263
H -1.733 0.322 -2.045
H -2.818 -0.731 -1.237
H 0.185 -1.441 -1.992
H 0.315 1.514 2.134
H 1.688 2.312 2.629
O 1.183 1.999 1.868
H 3.230 4.090 1.625
H 2.650 3.772 0.219
O 3.354 4.016 0.728

16
Properties=species:S:1:pos:R:3 method="wB97M-V/def2-TZVPD" multiplicity=1 lumo_ev=0.6 homo_lumo_gap_ev=9.643
C -1.180 1.775 -0.638
N -0.760 0.979 -1.787
C 0.040 -0.108 -1.776
N 0.823 -0.325 -0.818
H -2.291 1.565 -0.554
H -0.755 1.406 0.346
H -0.885 2.789 -0.808
H -1.033 1.595 -2.617
H 0.192 -0.815 -2.702
H 1.330 -1.247 -1.041
H 1.059 1.248 2.805
H 2.025 -0.113 2.533
O 1.812 0.577 3.288
H 0.107 -3.340 1.981
H -0.541 -2.626 0.774
O 0.057 -3.360 1.012

16
Properties=species:S:1:pos:R:3 method="wB97M-V/def2-TZVPD" multiplicity=1 lumo_ev=0.8 homo_lumo_gap_ev=9.596
N 2.212 -0.214 1.635
C 1.433 0.079 0.456
O 1.878 -0.616 -0.686
H 2.656 0.569 2.088
H 2.906 -0.940 1.537
H 1.346 1.162 0.348
H 0.422 -0.230 0.731
H 1.099 -0.841 -1.207
N -2.253 -0.889 -0.596
C -2.075 0.406 -0.050
O -1.126 1.308 -0.638
H -1.862 -1.715 -0.195
H -2.974 -0.985 -1.282
H -1.779 0.272 0.991
H -3.010 0.975 -0.190
H -0.959 1.088 -1.564

16
Properties=species:S:1:pos:R:3 method="wB97M-V/def2-TZVPD" multiplicity=1 lumo_ev=0.7 homo_lumo_gap_ev=8.028
C -1.642 -0.444 -0.040
C -0.996 0.491 -0.755
N -0.776 1.720 -0.199
N -1.775 -1.820 -0.342
H -1.972 -0.070 1.013
H -0.867 0.503 -1.841
H -1.492 2.159 0.376
H 0.140 2.105 -0.146
H -2.002 -2.340 0.506
H -1.019 -2.242 -0.846
H 3.359 1.533 -0.069
H 2.330 0.382 -0.248
O 2.477 1.348 -0.418
H 0.906 -1.511 0.559
H 1.557 -0.616 1.616
O 1.771 -1.199 0.833

17
Properties=species:S:1:pos:R:3 method="wB97M-V/def2-TZVPD" multiplicity=1 lumo_ev=0.7 homo_lumo_gap_ev=10.049
O 0.633 -2.390 -1.583
C 1.056 -1.512 -0.870
N 0.310 -0.628 -0.136
C -1.086 -0.965 0.160
N -2.077 0.034 -0.200
H 2.126 -1.249 -0.780
H 0.601 0.304 0.123
H -1.127 -1.403 1.168
H -1.310 -1.875 -0.399
H -1.940 0.385 -1.134
H -2.968 -0.448 -0.117
H 1.402 2.361 0.896
H 2.967 2.171 0.687
O 2.098 1.868 0.444
H -1.260 2.790 2.143
H -1.325 1.544 1.330
O -0.755 2.298 1.472

16
Properties=species:S:1:pos:R:3 method="wB97M-V/def2-TZVPD" multiplicity=1 lumo_ev="0.1 / 0.0" homo_lumo_gap_ev="8.579 / 6.809"
C -2.009 0.385 1.091
C -1.288 -0.321 -0.971
N 2.918 -0.831 -0.579
N -1.534 0.875 -0.199
O -0.425 1.594 -0.149
Si 2.034 0.244 0.489
H -1.738 0.980 1.962
H -3.093 0.419 0.966
H -1.580 -0.576 1.309
H -0.896 -0.004 -1.926
H -0.509 -0.896 -0.456
H -2.223 -0.935 -1.254
H 2.641 -1.747 -0.775
H 3.177 -0.377 -1.477
H 2.218 -0.399 1.918
H 2.307 1.589 0.051

M for the records above, in order: 467.52 145.54 116.47 132.47 196.53 154.47 817.87 202.93 126.08 396.40 95.02 428.19 152.00 145.08 145.08 111.99 116.01 378.97 398.51 414.51 365.62 173.01 328.83 113.06 374.90 48.11 62.12 62.12 62.12 78.11 78.11 78.11 94.11 94.11 94.11 94.11 110.11 106.20 g/mol